Entry 1:
Formula: C5H14
Source: the OMol25 dataset
Level of theory: wB97M-V/def2-TZVPD

Cartesian coordinates (Å):
C 1.2909 0.9636 0.7579
C 2.0153 -0.0606 -0.0851
C 2.2373 -1.4578 0.4744
H 0.9125 1.8083 0.1672
H 0.4471 0.5950 1.3340
H 1.9965 1.4827 1.4153
H 2.9274 0.3397 -0.5269
H 1.3447 -0.3526 -0.9001
H 2.1090 -1.4538 1.5963
H 3.2523 -1.8590 0.3827
H 1.5437 -2.2506 0.2385
C -2.1550 -0.0207 -1.1005
C -3.1333 0.5918 -0.0877
H -1.2640 0.6138 -1.2042
H -1.8818 -0.9838 -0.6552
H -2.6791 -0.1232 -2.0530
H -3.9076 -0.1618 0.0910
H -2.7261 0.7954 0.9024
H -3.4529 1.5304 -0.5746

Forces on atoms 1 to 3 (eV/Å):
C 0.52 1.11 0.25
C -1.14 -1.22 -1.41
C 0.87 -0.29 3.43

Computed properties:
Largest force on an atom (eV/A): 3.55
Relative energy (zero: lowest compared OMol25 entry of this formula, charge and spin) (kcal per mole): 15.61
SMILES: CCC.CC
Energy (Ha): -198.86429
Lowest unoccupied orbital energy (eV): 1.107
HOMO-LUMO gap (eV): 11.9422
Charge: 0

***

Entry 2:
Formula: CH6N2O2S
Source: the OMol25 dataset
Level of theory: wB97M-V/def2-TZVPD

Cartesian coordinates (Å):
C -0.2344 -0.2633 -0.9064
N -0.6117 -0.7400 2.4124
N 1.0988 0.4198 -0.8644
O 0.2349 1.2660 -3.1834
O -0.2930 2.5077 -1.1403
S 0.0256 1.2755 -1.7629
H -0.5036 -0.4435 0.1365
H -0.2413 -1.1224 -1.5169
H -0.7432 -1.6910 1.9830
H -1.1374 -0.5222 3.2483
H 2.0261 0.0144 -1.0098
H 0.3792 -0.7010 2.6039

Forces on atoms 1 to 3 (eV/Å):
C 1.87 -4.31 3.88
N 0.46 -1.10 -1.32
N 0.80 -1.11 0.47

Computed properties:
Largest force on an atom (eV/A): 7.12
Multiplicity: 3
Relative energy (zero: lowest compared OMol25 entry of this formula, charge and spin) (kcal per mole): 70.81
Energy (Ha): -699.57418
Lowest unoccupied orbital energy (spin up / spin down) (eV): 0.589 / -3.987
HOMO-LUMO gap (spin up / spin down) (eV): 5.3679 / 6.4766
Charge: 0

***

Entry 3:
Formula: C4H12N2O2
Source: the OMol25 dataset
Level of theory: wB97M-V/def2-TZVPD

Cartesian coordinates (Å):
C -1.0005 -0.0141 2.2307
C -0.9350 1.0385 1.1443
C 0.3688 0.9757 0.3940
O 1.4474 1.2003 0.9237
N 0.3559 0.3548 -0.8315
C -0.6699 0.3437 -1.8519
N -1.0617 -0.9585 -2.3141
H -0.4274 0.2906 3.1114
H -2.0092 -0.3115 2.4902
H -0.4303 -0.9204 1.9536
H -1.7987 1.1173 0.4730
H -1.0594 2.0190 1.6054
H 1.2748 0.0127 -1.0608
H -1.5375 0.9006 -1.4955
H -0.2914 0.9007 -2.7085
H -0.5389 -1.3118 -3.1038
H -1.1329 -1.6754 -1.6125
O 3.4838 -1.4229 0.0543
H 3.2584 -0.5661 0.4374
H 2.7039 -1.9733 0.1607

Forces on atoms 1 to 3 (eV/Å):
C 1.12 -1.05 0.10
C -0.85 1.81 -0.26
C 0.33 -1.04 -0.03

Computed properties:
Largest force on an atom (eV/A): 2.02
Relative energy (zero: lowest compared OMol25 entry of this formula, charge and spin) (kcal per mole): 28.76
SMILES: CCC(=O)NCN.O
Energy (Ha): -419.60264
Lowest unoccupied orbital energy (eV): 0.697
HOMO-LUMO gap (eV): 10.1982
Charge: 0

***

Entry 4:
Formula: C9H5IrN5OS4
Source: the OMol25 dataset
Level of theory: wB97M-V/def2-TZVPD

Cartesian coordinates (Å):
Ir 0.3165 0.5426 -0.1380
O 3.1100 5.3906 -3.9838
C 2.6161 4.5337 -3.3258
S 3.4877 3.0790 -2.7694
C 2.1682 2.3834 -1.9002
C 0.9804 3.0679 -1.8998
S -0.4474 2.5558 -1.0799
S 0.9212 4.5600 -2.7665
S 2.4409 0.8898 -1.0829
N -0.3484 -0.6011 4.0158
C 0.1801 0.3127 3.2074
N -0.0358 -0.0636 1.9572
C -0.7160 -1.2413 2.0849
N -0.9264 -1.6038 3.3218
C -1.1362 -1.9711 0.8834
C -1.8308 -3.1701 0.9098
N -2.1880 -3.7870 -0.2101
C -1.8514 -3.2054 -1.3548
C -1.1553 -2.0041 -1.4035
N -0.7982 -1.3890 -0.2765
H -0.3578 -0.6157 5.0246
H 0.6921 1.2002 3.5396
H -2.0966 -3.6273 1.8545
H -2.1414 -3.7041 -2.2706
H -0.8834 -1.5320 -2.3370

Forces on atoms 1 to 3 (eV/Å):
Ir 0.19 0.33 -0.16
O -0.13 -0.22 0.13
C 0.16 0.28 -0.16

Computed properties:
Largest force on an atom (eV/A): 1.79
Multiplicity: 5
Relative energy (zero: lowest compared OMol25 entry of this formula, charge and spin) (kcal per mole): 4.88
Energy (Ha): -2391.80282
Lowest unoccupied orbital energy (spin up / spin down) (eV): -3.849 / -6.043
HOMO-LUMO gap (spin up / spin down) (eV): 7.1808 / 6.5750
Charge: +1

***

> What is the largest force on an atom in the first record?

3.55 eV/A

***

> Number 2 is which compound?

CH6N2O2S